Here is 7 unconnected molecules or ions with the total composition C28H46O19S2 from the Open Molecules 2025 dataset. Energies are from the ωB97M-V functional and the def2-TZVPD basis.

Atoms and positions in Å:
C 16.63900 34.25800 -1.28300
C 15.97300 34.46600 0.11400
C 14.87100 33.41500 0.43500
O 15.45500 32.61200 1.36300
C 16.57600 33.02400 1.78200
O 17.09600 32.49800 2.79600
O 16.87700 34.22900 1.12200
H 17.32300 33.22900 -1.55500
H 17.21900 35.11000 -1.30700
H 16.05000 34.59700 -2.24700
H 15.55100 35.52000 -0.13400
H 14.59800 32.90400 -0.56900
H 13.85600 33.90600 0.67500
C 8.88800 37.45200 2.28800
C 8.42600 36.00600 1.98900
C 8.02700 35.72700 0.56700
O 9.11300 35.08500 0.06500
C 9.91000 34.71400 0.95700
O 10.95700 33.97500 0.83800
O 9.53400 35.12500 2.07700
H 8.07600 38.16600 2.07100
H 9.73600 37.54000 1.63900
H 9.35200 37.82200 3.24300
H 7.60900 35.75300 2.55100
H 7.77900 36.62100 -0.20500
H 7.19800 35.07000 0.64800
C 16.78300 35.46900 8.05500
C 16.31900 36.74900 8.62000
C 14.93700 36.48900 9.37800
O 15.39300 36.75500 10.68100
C 16.71400 37.16700 10.67800
O 17.40700 37.45900 11.68100
O 17.15400 37.29700 9.47300
H 17.18700 34.74100 8.89700
H 17.54900 35.72100 7.51800
H 16.10700 35.01000 7.26900
H 16.08600 37.33700 7.65600
H 14.39000 35.70500 9.16700
H 14.21800 37.20100 9.08000
C 17.62800 37.94200 4.49900
C 18.25800 36.96300 3.37700
C 18.02300 37.50200 1.93900
O 19.40000 37.71200 1.47200
C 20.33900 37.35700 2.50700
O 21.52000 37.36000 2.40500
O 19.59800 37.15300 3.58000
H 16.52500 38.15500 4.27700
H 18.42600 38.92200 4.40000
H 17.63800 37.33900 5.44400
H 17.92600 36.02000 3.37300
H 17.53700 38.22800 1.92600
H 17.26100 36.97500 1.33600
C 14.34600 28.43000 5.58400
C 15.25400 29.41800 4.83500
C 14.66700 30.67200 4.16300
O 15.22200 31.75000 4.86600
C 16.02400 31.31200 5.82600
O 16.69700 32.11700 6.53700
O 16.06400 29.95600 5.81200
H 13.51700 28.07300 5.01900
H 13.95300 28.98800 6.52300
H 14.76500 27.66100 5.94100
H 15.81800 28.81500 4.12600
H 13.49900 30.58700 4.06700
H 15.09400 30.72500 3.09400
O 12.42900 34.06000 7.83200
S 11.16900 33.82800 8.33500
O 10.87200 32.80600 9.23800
C 10.23000 35.33800 8.83800
C 9.15600 35.63200 7.84900
C 8.87400 34.38700 7.02600
C 10.20000 33.60700 6.86400
H 10.97100 36.00900 9.03500
H 10.02700 34.89100 9.80000
H 8.26500 36.23800 8.21300
H 9.44000 36.51100 7.16500
H 8.32700 34.42900 6.10400
H 8.08900 33.69000 7.47100
H 10.80900 33.76800 6.08400
H 9.95700 32.71600 6.75700
O 11.78900 36.15200 5.93000
S 13.07400 36.38800 5.43400
O 14.08800 37.19600 6.15400
C 13.82100 34.87900 4.97300
C 13.50600 34.46700 3.52100
C 13.41300 35.86500 2.80900
C 12.96700 36.97600 3.84700
H 13.90500 34.04500 5.68000
H 14.81800 35.30100 5.10500
H 14.06000 33.92300 2.91100
H 12.52300 34.19600 3.72700
H 12.68200 35.83400 2.12100
H 14.51400 36.15900 2.38800
H 11.91300 37.27400 3.91000
H 13.58100 37.86000 3.79100

Orbital gap: 9.886 eV
E_tot: -90341.61209 eV
E_HOMO: -10.08 eV
Structure (SMILES): C[C@H]1COC(=O)O1.C[C@H]1COC(=O)O1.C[C@H]1COC(=O)O1.C[C@H]1COC(=O)O1.C[C@H]1COC(=O)O1.O=S1(=O)CCCC1.O=S1(=O)CCCC1
Energy relative to the best compared isomer or geometry (same formula, charge and spin): 0.643 eV

Löwdin population analysis, charges in e, atoms 1 to 4:
1 C -0.06
2 C -0.37
3 C -0.12
4 O 0.08